{"formula": "C61H53AuN3O4PS3Se", "method": "ωB97M-V/def2-TZVPD", "elements": ["Au", "C", "C", "C", "O", "C", "C", "O", "C", "O", "C", "C", "C", "C", "C", "C", "C", "C", "C", "C", "C", "C", "C", "O", "C", "C", "C", "C", "C", "C", "C", "C", "C", "C", "C", "C", "H", "H", "H", "H", "H", "H", "H", "H", "H", "H", "H", "H", "H", "H", "H", "H", "H", "H", "H", "H", "H", "H", "H", "H", "H", "H", "H", "H", "N", "S", "C", "C", "C", "C", "C", "C", "C", "C", "C", "C", "C", "C", "H", "H", "H", "H", "H", "H", "H", "H", "H", "H", "H", "Se", "N", "C", "C", "C", "C", "C", "C", "N", "H", "H", "H", "H", "S", "P", "S", "C", "C", "C", "C", "C", "C", "C", "C", "C", "C", "C", "C", "H", "H", "H", "H", "H", "H", "H", "H", "H", "H"], "positions_angstrom": [[0.263, 0.525, 0.118], [-6.262, -0.716, 1.120], [-5.184, 0.113, 1.822], [-5.779, 0.838, 3.015], [-4.614, 1.071, 0.936], [-3.229, 0.777, 0.742], [-3.216, -0.721, 1.103], [-4.109, -0.713, 2.222], [-1.925, -1.527, 1.351], [-1.111, -1.287, 0.268], [-2.382, -3.024, 1.331], [-3.175, -3.584, 2.331], [-3.544, -4.921, 2.274], [-3.142, -5.716, 1.211], [-2.382, -5.154, 0.196], [-2.007, -3.819, 0.257], [-1.135, -1.367, 2.708], [0.104, -1.836, 2.582], [1.246, -1.768, 3.524], [0.640, -0.965, 5.398], [-0.776, -0.505, 5.213], [-1.728, -0.865, 4.012], [-2.748, 1.360, -0.622], [-1.367, 1.390, -0.763], [-3.363, 0.711, -1.868], [-4.584, 0.048, -1.896], [-5.082, -0.472, -3.084], [-4.374, -0.330, -4.266], [-3.162, 0.347, -4.253], [-2.670, 0.861, -3.066], [-3.199, 2.853, -0.546], [-2.324, 3.783, 0.010], [-2.702, 5.110, 0.161], [-3.965, 5.521, -0.238], [-4.834, 4.602, -0.804], [-4.454, 3.276, -0.963], [-6.939, -0.059, 0.573], [-6.830, -1.271, 1.866], [-5.817, -1.434, 0.432], [-6.653, 1.400, 2.687], [-5.056, 1.540, 3.429], [-6.082, 0.114, 3.772], [-2.647, 1.353, 1.475], [-3.678, -1.242, 0.255], [-3.544, -2.975, 3.143], [-4.149, -5.339, 3.070], [-3.426, -6.760, 1.172], [-2.078, -5.755, -0.652], [-1.423, -3.371, -0.535], [0.346, -2.268, 1.619], [2.152, -2.120, 3.044], [1.005, -0.701, 6.393], [-1.345, -0.620, 6.137], [-2.524, -1.551, 4.302], [-5.165, -0.042, -0.994], [-6.035, -0.988, -3.081], [-4.773, -0.728, -5.190], [-2.599, 0.482, -5.169], [-1.741, 1.408, -3.046], [-1.341, 3.455, 0.319], [-2.006, 5.820, 0.590], [-4.268, 6.553, -0.110], [-5.819, 4.918, -1.127], [-5.140, 2.573, -1.414], [-0.076, 1.270, 2.136], [0.603, 1.193, 3.586], [1.442, -0.392, 4.213], [0.979, -2.395, 4.923], [2.239, -2.935, 5.523], [3.419, -2.302, 5.533], [3.721, -0.951, 5.058], [2.869, -0.076, 4.515], [-0.835, 0.974, 4.766], [-0.810, 2.066, 5.782], [-1.941, 2.403, 6.399], [-3.190, 1.705, 6.094], [-3.293, 0.870, 5.060], [-2.172, 0.632, 4.089], [-1.022, 0.911, 2.168], [0.161, -3.112, 4.953], [2.185, -3.931, 5.946], [4.260, -2.827, 5.971], [4.747, -0.635, 5.205], [3.210, 0.925, 4.271], [0.141, 2.538, 6.001], [-1.957, 3.179, 7.154], [-4.041, 1.887, 6.738], [-4.221, 0.360, 4.838], [-2.442, 1.131, 3.157], [0.854, -1.041, -2.778], [0.965, 0.487, -1.899], [0.756, 1.490, -2.757], [0.673, 2.859, -2.428], [0.406, 3.747, -3.427], [0.254, 3.327, -4.776], [0.366, 2.018, -5.133], [0.601, 1.056, -4.119], [0.629, -0.265, -4.312], [0.784, 3.166, -1.397], [0.290, 4.796, -3.191], [0.034, 4.070, -5.532], [0.252, 1.690, -6.157], [4.254, -0.266, -2.019], [4.172, 0.000, -0.079], [2.403, -0.101, 0.988], [5.160, -1.237, 0.832], [6.528, -1.015, 0.960], [7.308, -1.909, 1.676], [6.725, -3.021, 2.269], [5.368, -3.260, 2.115], [4.586, -2.374, 1.388], [4.948, 1.570, 0.440], [5.636, 2.357, -0.473], [6.248, 3.529, -0.046], [6.166, 3.913, 1.283], [5.477, 3.124, 2.196], [4.872, 1.952, 1.778], [6.975, -0.143, 0.499], [8.371, -1.734, 1.777], [7.333, -3.707, 2.845], [4.916, -4.135, 2.564], [3.530, -2.564, 1.247], [5.684, 2.045, -1.509], [6.789, 4.142, -0.755], [6.639, 4.830, 1.611], [5.413, 3.427, 3.234], [4.338, 1.322, 2.476]], "forces_ev_per_angstrom": [[1.5, 0.9, -0.4], [0.2, 0.0, 0.0], [-0.3, -0.1, 0.1], [0.1, 0.1, -0.2], [0.0, 0.1, -0.1], [0.5, -0.2, 0.1], [0.1, 0.2, -0.2], [-0.1, 0.0, 0.1], [-0.1, -0.5, -0.2], [-0.3, -0.3, 0.2], [0.0, 0.3, 0.0], [0.0, -0.1, -0.1], [0.0, 0.0, 0.1], [0.0, 0.0, 0.0], [0.0, 0.0, 0.0], [0.0, 0.0, 0.0], [0.0, -0.1, -0.1], [-0.1, 0.0, -0.1], [-0.2, -0.1, 0.1], [0.0, 0.0, 0.2], [0.1, -0.1, 0.0], [0.0, 0.0, 0.0], [-0.6, 0.1, 0.3], [0.8, 0.1, 0.4], [0.1, -0.1, 0.0], [0.0, 0.0, 0.0], [0.0, 0.0, 0.0], [-0.1, 0.0, 0.0], [0.0, 0.0, 0.0], [0.0, 0.0, 0.1], [0.2, -0.2, -0.1], [0.0, -0.1, 0.0], [0.0, 0.0, 0.0], [0.0, 0.1, 0.0], [-0.1, 0.0, -0.1], [0.1, 0.1, 0.0], [0.0, 0.0, 0.0], [0.0, 0.0, 0.0], [0.0, 0.0, 0.0], [0.0, 0.0, 0.0], [-0.1, 0.0, -0.1], [0.0, 0.0, 0.0], [-0.1, 0.0, -0.2], [0.0, 0.0, 0.1], [0.1, 0.0, 0.1], [0.0, 0.0, 0.0], [0.0, 0.0, 0.0], [0.0, 0.0, 0.0], [0.0, 0.1, 0.1], [0.0, 0.1, -0.1], [0.1, 0.0, 0.0], [0.0, 0.1, 0.0], [0.0, 0.0, 0.0], [0.0, 0.0, 0.0], [0.0, 0.0, -0.1], [0.0, 0.0, 0.0], [0.0, 0.0, 0.0], [0.0, 0.0, 0.0], [0.0, 0.0, -0.1], [0.0, 0.0, 0.0], [0.0, 0.0, 0.0], [0.0, 0.0, 0.0], [0.0, 0.0, 0.0], [0.0, 0.0, 0.0], [-0.8, 0.2, -1.1], [0.3, -0.5, 0.6], [0.0, 0.1, -0.3], [0.1, 0.1, -0.1], [0.0, 0.0, 0.0], [0.0, -0.2, 0.1], [-0.1, 0.2, 0.0], [0.1, 0.0, -0.1], [0.0, 0.1, 0.0], [0.1, 0.1, 0.0], [0.1, 0.0, 0.0], [-0.1, -0.1, 0.0], [0.0, -0.1, 0.1], [0.0, 0.1, -0.1], [0.1, -0.1, 0.3], [0.0, 0.0, 0.0], [0.1, 0.0, 0.0], [0.0, 0.0, 0.0], [0.0, 0.1, 0.0], [0.1, -0.1, 0.0], [-0.1, 0.1, 0.1], [0.1, 0.0, 0.0], [0.0, 0.0, 0.0], [0.1, 0.0, 0.1], [0.1, -0.1, 0.2], [0.0, -0.4, 0.1], [-0.9, 0.2, 0.5], [0.3, -0.3, -0.1], [-0.1, 0.4, 0.0], [0.1, -0.1, 0.4], [0.0, -0.3, -0.3], [-0.1, 0.4, -0.2], [0.1, -0.3, 0.3], [0.0, 0.3, -0.2], [0.0, 0.0, 0.0], [0.0, 0.0, 0.0], [0.0, 0.0, 0.0], [0.0, 0.0, 0.0], [-0.1, 0.0, 0.3], [0.4, 0.2, -0.8], [-1.0, -0.3, 0.3], [-0.2, 0.1, 0.1], [0.0, 0.0, 0.0], [0.0, 0.0, 0.0], [0.0, 0.0, 0.0], [0.0, 0.0, 0.0], [0.0, 0.0, 0.0], [-0.2, -0.1, 0.0], [0.0, 0.0, 0.0], [0.0, 0.1, 0.0], [0.0, 0.0, 0.0], [0.0, 0.0, 0.1], [0.1, 0.1, -0.1], [0.0, 0.0, 0.1], [0.0, 0.0, 0.0], [0.0, 0.0, 0.0], [0.0, 0.0, 0.0], [0.0, 0.0, 0.1], [0.0, 0.0, 0.0], [0.0, 0.0, 0.0], [0.0, 0.0, 0.0], [0.0, 0.0, 0.0], [0.0, 0.0, 0.1]], "multiplicity": 1, "charge": 0, "relative_energy_kcal_mol": 121.8, "gap_ev": [5.7771, 5.7766], "homo_ev": [-7.68, -7.68]}